{
  "formula": "C96H188N8O20",
  "method": "the ωB97M-V functional and the def2-TZVPD basis",
  "e_tot_ha": -5713.045112,
  "lumo_ev": 0.22,
  "spin_multiplicity": 1,
  "species": ["C", "C", "C", "C", "C", "C", "N", "O", "C", "C", "C", "H", "H", "H", "H", "H", "H", "H", "H", "H", "H", "H", "H", "H", "H", "H", "H", "H", "H", "H", "C", "C", "C", "C", "C", "C", "N", "O", "C", "C", "C", "H", "H", "H", "H", "H", "H", "H", "H", "H", "H", "H", "H", "H", "H", "H", "H", "H", "H", "H", "C", "C", "C", "C", "C", "C", "N", "O", "C", "C", "C", "H", "H", "H", "H", "H", "H", "H", "H", "H", "H", "H", "H", "H", "H", "H", "H", "H", "H", "H", "C", "C", "C", "C", "C", "C", "N", "O", "C", "C", "C", "H", "H", "H", "H", "H", "H", "H", "H", "H", "H", "H", "H", "H", "H", "H", "H", "H", "H", "H", "C", "C", "C", "C", "C", "C", "N", "O", "C", "C", "C", "H", "H", "H", "H", "H", "H", "H", "H", "H", "H", "H", "H", "H", "H", "H", "H", "H", "H", "H", "C", "C", "C", "C", "C", "C", "N", "O", "C", "C", "C", "H", "H", "H", "H", "H", "H", "H", "H", "H", "H", "H", "H", "H", "H", "H", "H", "H", "H", "H", "C", "C", "C", "C", "C", "C", "N", "O", "C", "C", "C", "H", "H", "H", "H", "H", "H", "H", "H", "H", "H", "H", "H", "H", "H", "H", "H", "H", "H", "H", "C", "C", "C", "C", "C", "C", "N", "O", "C", "C", "C", "H", "H", "H", "H", "H", "H", "H", "H", "H", "H", "H", "H", "H", "H", "H", "H", "H", "H", "H", "O", "C", "O", "C", "C", "C", "H", "H", "H", "H", "H", "H", "O", "C", "O", "C", "C", "C", "H", "H", "H", "H", "H", "H", "O", "C", "O", "C", "C", "C", "H", "H", "H", "H", "H", "H", "O", "C", "O", "C", "C", "C", "H", "H", "H", "H", "H", "H", "O", "C", "O", "C", "C", "C", "H", "H", "H", "H", "H", "H", "O", "C", "O", "C", "C", "C", "H", "H", "H", "H", "H", "H"],
  "coordinates": [[13.442, 22.407, 10.977], [14.320, 21.644, 11.959], [14.170, 22.241, 13.379], [14.758, 21.320, 14.434], [14.033, 20.013, 14.498], [13.989, 19.310, 13.131], [13.652, 20.307, 12.006], [13.578, 19.708, 10.753], [15.299, 18.643, 12.837], [12.851, 18.338, 13.109], [15.780, 21.550, 11.419], [12.455, 22.610, 11.431], [13.247, 21.964, 10.056], [13.848, 23.459, 10.729], [14.585, 23.288, 13.421], [13.098, 22.495, 13.562], [14.665, 21.830, 15.396], [15.809, 21.132, 14.246], [12.999, 20.217, 14.700], [14.487, 19.355, 15.268], [15.496, 18.252, 11.844], [16.237, 19.095, 13.077], [15.315, 17.685, 13.315], [13.022, 17.395, 13.586], [12.019, 18.915, 13.608], [12.660, 18.139, 12.062], [15.815, 20.727, 10.725], [16.526, 21.355, 12.153], [16.088, 22.411, 10.821], [14.500, 19.298, 10.540], [20.279, 17.969, 15.568], [20.088, 18.458, 14.090], [19.911, 19.932, 14.208], [20.084, 20.588, 12.830], [21.396, 20.204, 12.156], [21.679, 18.690, 12.049], [21.343, 18.167, 13.400], [21.575, 16.712, 13.399], [20.922, 17.973, 10.963], [23.156, 18.586, 11.754], [18.845, 17.821, 13.426], [19.709, 18.557, 16.308], [21.320, 18.285, 15.797], [20.221, 16.856, 15.722], [19.004, 20.293, 14.722], [20.821, 20.228, 14.670], [19.970, 21.682, 12.889], [19.273, 20.319, 12.198], [22.191, 20.668, 12.718], [21.393, 20.544, 11.081], [21.253, 18.146, 9.962], [21.031, 16.927, 11.210], [19.821, 18.144, 10.997], [23.815, 18.802, 12.532], [23.307, 17.567, 11.494], [23.409, 19.137, 10.850], [18.329, 18.280, 12.632], [18.127, 17.643, 14.179], [19.027, 16.843, 13.012], [22.104, 16.632, 14.203], [15.090, 11.369, 13.798], [15.866, 12.190, 12.776], [16.051, 11.292, 11.563], [16.619, 12.046, 10.307], [15.711, 13.154, 9.937], [15.342, 14.123, 11.197], [14.982, 13.359, 12.398], [14.633, 14.138, 13.500], [16.444, 15.129, 11.285], [14.153, 15.041, 10.816], [17.156, 12.635, 13.362], [15.624, 10.490, 14.079], [14.103, 11.235, 13.287], [14.985, 11.939, 14.660], [16.688, 10.419, 11.762], [15.047, 10.883, 11.244], [16.670, 11.329, 9.437], [17.645, 12.222, 10.521], [14.744, 12.760, 9.560], [16.031, 13.773, 9.160], [16.412, 15.693, 10.361], [16.311, 15.883, 12.121], [17.478, 14.688, 11.374], [13.249, 14.525, 10.626], [13.914, 15.721, 11.608], [14.417, 15.579, 9.877], [17.570, 11.684, 13.759], [17.035, 13.228, 14.224], [17.879, 13.114, 12.689], [15.466, 14.251, 14.042], [21.787, 13.905, 19.389], [22.920, 14.547, 18.618], [23.602, 15.558, 19.541], [24.420, 14.928, 20.617], [25.391, 13.908, 19.994], [24.800, 12.859, 19.038], [23.832, 13.559, 18.101], [23.208, 12.663, 17.180], [25.949, 12.368, 18.167], [24.224, 11.611, 19.751], [22.416, 15.412, 17.396], [21.176, 14.603, 20.035], [22.268, 13.256, 20.162], [21.174, 13.170, 18.784], [24.288, 16.252, 18.996], [22.872, 16.249, 19.951], [23.761, 14.506, 21.345], [25.007, 15.675, 21.124], [25.886, 13.327, 20.828], [26.169, 14.428, 19.454], [25.671, 11.676, 17.338], [26.421, 13.227, 17.741], [26.693, 11.733, 18.733], [23.899, 11.978, 20.732], [23.314, 11.329, 19.266], [24.986, 10.904, 19.895], [21.687, 16.179, 17.760], [21.976, 14.912, 16.541], [23.312, 15.965, 17.159], [22.513, 12.291, 17.697], [18.728, 14.439, 16.677], [17.791, 14.694, 17.876], [18.419, 15.810, 18.750], [18.112, 17.175, 18.215], [16.562, 17.264, 18.163], [16.042, 16.336, 17.121], [16.354, 14.969, 17.598], [15.793, 14.066, 16.632], [14.537, 16.522, 17.112], [16.491, 16.648, 15.719], [17.809, 13.455, 18.693], [18.217, 14.218, 15.722], [19.458, 13.680, 16.929], [19.219, 15.399, 16.482], [17.958, 15.623, 19.713], [19.493, 15.645, 18.784], [18.505, 17.349, 17.234], [18.536, 17.923, 18.829], [16.340, 18.328, 17.890], [16.150, 17.058, 19.163], [14.343, 17.503, 16.840], [14.091, 16.039, 16.257], [13.986, 16.342, 18.079], [15.690, 16.398, 15.055], [16.752, 17.704, 15.543], [17.359, 16.053, 15.367], [17.812, 12.499, 18.098], [16.937, 13.459, 19.404], [18.722, 13.479, 19.317], [15.211, 13.455, 17.149], [22.921, 11.907, 26.016], [22.211, 11.955, 24.607], [22.198, 10.535, 24.079], [21.172, 10.336, 22.978], [19.848, 10.938, 23.439], [19.755, 12.366, 23.962], [20.841, 12.453, 24.962], [20.911, 13.821, 25.283], [19.798, 13.264, 22.700], [18.441, 12.439, 24.731], [22.924, 12.776, 23.608], [23.013, 12.819, 26.586], [23.989, 11.548, 25.934], [22.480, 11.123, 26.635], [23.200, 10.399, 23.784], [22.146, 9.883, 25.004], [21.061, 9.321, 22.830], [21.379, 10.814, 22.049], [19.415, 10.330, 24.278], [19.079, 10.806, 22.648], [18.860, 13.074, 22.135], [19.873, 14.335, 22.931], [20.655, 13.165, 22.004], [18.646, 12.106, 25.759], [18.177, 13.459, 24.879], [17.651, 11.917, 24.256], [22.514, 12.622, 22.544], [23.987, 12.392, 23.656], [23.009, 13.870, 23.755], [20.677, 13.858, 26.239], [23.337, 18.567, 24.516], [22.559, 19.023, 23.259], [22.513, 17.801, 22.297], [21.560, 16.688, 22.777], [20.195, 17.237, 23.083], [20.133, 18.477, 23.992], [21.159, 19.430, 23.528], [21.225, 20.472, 24.458], [18.722, 19.096, 23.918], [20.471, 18.058, 25.520], [23.308, 20.211, 22.677], [24.397, 18.452, 24.313], [22.952, 17.592, 24.869], [23.221, 19.322, 25.300], [22.376, 18.142, 21.216], [23.593, 17.435, 22.204], [21.976, 16.190, 23.656], [21.491, 15.780, 22.093], [19.515, 16.453, 23.419], [19.714, 17.657, 22.155], [18.628, 19.351, 22.843], [17.987, 18.360, 24.366], [18.707, 20.003, 24.410], [21.154, 17.240, 25.461], [20.831, 18.893, 26.120], [19.531, 17.782, 26.051], [22.704, 20.664, 21.872], [24.231, 19.939, 22.137], [23.539, 20.973, 23.368], [20.845, 21.198, 23.996], [10.933, 12.284, 21.789], [11.677, 13.538, 21.278], [11.106, 14.725, 22.073], [12.109, 16.020, 22.238], [13.581, 15.549, 22.600], [14.116, 14.313, 21.786], [13.097, 13.253, 21.708], [13.732, 12.230, 20.961], [14.532, 14.895, 20.433], [15.269, 13.730, 22.562], [11.604, 13.788, 19.774], [11.449, 11.474, 21.390], [9.867, 12.386, 21.380], [11.046, 12.285, 22.923], [10.182, 15.085, 21.617], [10.996, 14.356, 23.097], [11.708, 16.646, 22.998], [12.033, 16.586, 21.273], [13.657, 15.254, 23.600], [14.339, 16.360, 22.470], [15.504, 15.375, 20.424], [14.633, 14.083, 19.667], [13.905, 15.672, 20.016], [14.902, 13.322, 23.475], [15.755, 12.872, 22.114], [16.089, 14.406, 22.902], [12.074, 14.698, 19.425], [10.576, 13.881, 19.419], [12.047, 13.001, 19.129], [13.804, 12.567, 20.038], [21.043, 10.751, 18.368], [19.893, 10.364, 18.357], [19.176, 10.482, 17.252], [17.829, 9.932, 17.414], [17.643, 9.703, 18.900], [19.077, 9.646, 19.467], [17.694, 8.976, 16.786], [17.129, 10.665, 16.988], [17.175, 8.751, 19.061], [17.105, 10.487, 19.387], [19.544, 8.668, 19.594], [19.237, 10.154, 20.434], [13.755, 20.341, 17.941], [13.838, 20.014, 19.079], [14.542, 20.830, 19.898], [14.438, 20.476, 21.260], [14.223, 18.922, 21.227], [13.341, 18.800, 19.894], [13.735, 21.161, 21.736], [15.402, 20.662, 21.673], [13.825, 18.661, 22.162], [15.122, 18.334, 21.108], [12.274, 18.953, 20.040], [13.455, 17.883, 19.284], [11.185, 11.548, 16.418], [11.163, 12.167, 15.371], [10.254, 11.944, 14.412], [10.381, 12.792, 13.273], [11.679, 13.631, 13.468], [12.078, 13.295, 14.942], [9.441, 13.366, 13.213], [10.280, 12.066, 12.336], [11.505, 14.729, 13.249], [12.389, 13.301, 12.706], [12.008, 14.126, 15.661], [13.152, 12.937, 14.928], [10.234, 16.774, 19.469], [10.304, 17.175, 18.374], [10.361, 18.490, 18.116], [10.646, 18.727, 16.737], [10.087, 17.480, 15.991], [10.482, 16.408, 17.018], [11.749, 18.866, 16.642], [10.162, 19.655, 16.498], [10.479, 17.353, 14.953], [8.980, 17.547, 15.754], [11.516, 16.111, 16.902], [9.975, 15.437, 17.053], [14.146, 12.263, 18.098], [13.836, 11.093, 17.997], [14.374, 10.286, 17.035], [14.021, 8.898, 17.249], [12.706, 8.898, 18.113], [12.901, 10.297, 18.790], [14.837, 8.347, 17.816], [13.911, 8.430, 16.234], [12.636, 8.139, 18.859], [11.852, 8.872, 17.450], [13.439, 10.068, 19.660], [11.985, 10.874, 18.926], [16.551, 10.832, 21.954], [15.885, 9.876, 22.260], [15.876, 8.796, 21.546], [14.913, 7.868, 22.010], [14.397, 8.340, 23.327], [14.874, 9.795, 23.437], [15.388, 6.882, 22.144], [14.302, 7.686, 21.120], [14.882, 7.734, 24.075], [13.333, 8.076, 23.452], [15.479, 10.018, 24.300], [14.030, 10.538, 23.381]]
}

=====

{
  "formula": "C4H5NOS",
  "method": "the ωB97M-V functional and the def2-TZVPD basis",
  "e_tot_ha": -683.581639,
  "lumo_ev": -0.40,
  "spin_multiplicity": 1,
  "species": ["N", "C", "C", "C", "O", "C", "S", "H", "H", "H", "H", "H"],
  "coordinates": [[-1.706, 1.607, -0.002], [-0.471, 1.089, -0.001], [-0.201, -0.269, -0.003], [-1.295, -1.235, 0.003], [-2.491, -0.951, 0.000], [1.150, -0.739, -0.004], [2.533, 0.128, 0.001], [-1.869, 2.615, 0.011], [-2.461, 0.954, 0.007], [0.312, 1.780, 0.003], [-0.974, -2.294, 0.004], [1.236, -1.823, 0.001]]
}

=====

{
  "formula": "C4H11N4",
  "method": "the ωB97M-V functional and the def2-TZVPD basis",
  "e_tot_ha": -377.702837,
  "lumo_ev": -4.03,
  "spin_multiplicity": 1,
  "charge": 1,
  "species": ["C", "C", "N", "N", "N", "C", "C", "N", "H", "H", "H", "H", "H", "H", "H", "H", "H", "H", "H"],
  "coordinates": [[-1.901, 1.889, -0.678], [-0.469, 1.627, -0.428], [0.485, 2.036, -1.213], [-0.195, 0.954, 0.695], [0.078, -0.022, 1.354], [0.167, -1.386, 0.882], [1.635, -1.881, 1.266], [0.024, -1.506, -0.518], [-2.431, 2.169, 0.150], [-2.438, 0.988, -1.056], [-1.772, 2.711, -1.322], [1.464, 1.844, -1.035], [0.118, 2.636, -1.987], [-0.553, -2.013, 1.550], [2.447, -1.449, 0.753], [1.567, -2.966, 1.026], [1.868, -1.713, 2.325], [0.792, -2.191, -0.855], [-0.884, -1.728, -0.911]]
}